Below is an isolated ion of composition C5H17N3 and charge +2, with properties calculated with ωB97M-V/def2-TZVPD.

## Properties
multiplicity: 1
SMILES: CN(C)[N+](C)(C)C[NH3+]
charge: +2
highest occupied orbital energy: -18.10 eV
ΔE to the lowest compared entry with this formula, charge and spin: 3.800 eV
gap between HOMO and LUMO: 10.71 eV
calculated total energy: -364.2173 Ha

Each line ends with the natural charge from an NBO analysis.
Cartesian coordinates (Å):
C 0.03322 -1.04488 -1.71483  -0.428
N -0.44767 0.09684 -0.88384  -0.293
C -1.83807 0.56917 -0.95822  -0.460
N -0.01820 -0.04019 0.51831  -0.101
C -0.62231 0.95633 1.38740  -0.428
C -0.43496 -1.40907 1.10984  -0.460
C 1.44977 0.04959 0.58075  -0.083
N 1.92340 1.14599 -0.33231  -0.717
H -0.69517 -1.83057 -1.51676  0.221
H -0.17879 -0.77537 -2.73768  0.269
H 1.05607 -1.20599 -1.37973  0.197
H -2.53847 -0.03983 -0.47723  0.211
H -2.04308 1.61437 -0.87290  0.248
H -2.00146 0.40463 -1.98101  0.254
H -0.15842 1.90259 1.18745  0.226
H -1.72518 0.87792 1.36824  0.287
H -0.35412 0.55401 2.45308  0.260
H -0.20078 -2.29929 0.50497  0.265
H 0.06221 -1.51148 2.05503  0.244
H -1.46789 -1.61400 1.22409  0.273
H 1.78337 0.35906 1.65899  0.286
H 2.05911 -0.86440 0.42122  0.283
H 2.92161 0.80010 -0.54230  0.481
H 2.02518 2.01780 0.17722  0.464
H 1.41062 1.28666 -1.24979  0.501